# C26H29CoN2O3S2Si

A molecular structure, C26H29CoN2O3S2Si (ωB97M-V/def2-TZVPD, the Open Molecules 2025 dataset).

The spin multiplicity is 5. The value obtained for the energy relative to the best compared isomer or geometry (same formula, charge and spin) is 4.40 kcal/mol. The calculation puts the HOMO energy (spin up / spin down) at -7.21 / -7.98 eV. The calculation puts the gap between HOMO and LUMO (spin up / spin down) at 7.53 / 5.93 eV.

```
64
Properties=species:S:1:pos:R:3:forces:R:3:mulliken_charge:R:1
Co 0.040 -1.064 -0.163 0.6 -0.5 0.1 -0.121
S -2.483 -3.799 -0.917 0.0 0.1 -0.2 -0.223
S -3.270 -2.618 1.417 -0.1 0.2 0.0 -0.142
Si 0.911 1.115 0.302 -0.2 0.2 -0.1 1.485
O 0.212 -2.524 1.098 -0.3 -0.3 0.2 -0.654
O -0.175 -4.714 1.345 0.2 0.1 0.1 -0.702
O -3.034 -5.200 1.291 0.1 0.0 -0.2 -0.351
N 1.421 -2.022 -1.476 -0.2 -0.1 -0.1 -0.331
N -1.678 -0.493 -1.058 -0.1 -0.1 0.1 -0.351
C 3.098 2.476 -3.661 0.0 0.0 0.0 -0.546
C -0.568 2.311 0.428 -0.1 0.1 0.0 0.277
C 3.581 0.889 3.490 0.0 0.0 -0.1 -0.536
C 3.743 2.213 3.871 0.0 0.0 0.0 -0.505
C 2.723 0.569 2.441 0.0 0.0 0.0 -0.463
C 1.841 1.651 -1.268 0.1 0.1 -0.2 0.350
C -2.258 3.777 -0.543 0.0 -0.1 0.0 -0.654
C -2.496 -6.373 0.635 -0.1 0.0 0.0 -0.655
C -2.712 -0.006 -1.057 -0.5 0.3 0.0 0.446
C 1.928 1.728 -3.710 0.0 0.0 0.1 -0.790
C -5.177 -0.401 -1.174 0.1 0.0 0.0 -1.220
C -1.116 2.989 -0.667 0.0 0.0 0.0 -0.148
C 0.439 -3.778 0.859 0.0 0.5 0.0 0.729
C 2.019 1.558 1.750 0.2 0.1 0.3 0.316
C 2.321 -2.880 -0.668 0.0 0.0 0.0 -0.385
C -4.040 0.620 -1.055 0.2 -0.2 0.0 -0.145
C -2.367 3.241 1.792 0.1 -0.1 0.0 -0.650
C 3.046 3.215 3.204 0.0 -0.1 0.0 -0.716
C 1.587 -4.080 -0.103 0.0 0.0 -0.1 -0.692
C -1.224 2.459 1.659 -0.1 0.0 0.0 -0.359
C 2.195 2.889 2.157 0.1 -0.1 0.0 -0.141
C 3.649 2.799 -2.428 0.0 0.0 0.0 -0.660
C 1.319 1.318 -2.528 0.1 0.0 0.0 -0.308
C -2.890 3.903 0.687 0.0 0.0 0.0 -0.506
C -2.926 -4.063 0.667 0.0 -0.4 0.3 0.543
C 3.028 2.393 -1.251 0.0 0.0 -0.1 -0.547
H -1.443 -6.208 0.425 0.0 0.0 0.0 0.279
H 3.477 2.658 -0.300 0.0 0.0 0.0 0.352
H 3.577 2.800 -4.576 0.0 0.0 0.0 0.367
H -2.647 4.304 -1.408 0.0 0.0 0.0 0.419
H -0.828 1.955 2.537 0.0 0.0 0.0 0.412
H 1.960 -1.329 -1.987 0.0 0.1 0.0 0.235
H -2.845 3.340 2.759 0.0 0.0 0.0 0.389
H -4.050 1.326 -1.886 0.0 0.0 0.0 0.356
H -4.107 1.208 -0.138 0.0 0.0 0.0 0.155
H 2.290 -4.715 0.438 0.0 0.0 0.0 0.373
H -2.625 -7.176 1.352 0.0 0.0 0.0 0.244
H 1.491 1.466 -4.667 0.0 0.0 0.0 0.422
H 0.408 0.725 -2.590 0.0 0.1 0.0 0.271
H -0.635 2.918 -1.638 0.0 0.0 0.0 0.296
H 2.715 -2.268 0.143 0.0 0.0 0.0 0.116
H 4.568 3.372 -2.382 0.0 0.0 0.0 0.391
H -6.118 0.134 -1.291 0.0 0.0 0.0 0.384
H 0.942 -2.593 -2.167 0.1 0.0 0.0 0.244
H 4.406 2.465 4.690 0.0 0.0 0.0 0.361
H 2.586 -0.473 2.167 0.0 0.0 0.0 0.110
H 3.163 -3.216 -1.275 0.0 0.0 0.0 0.448
H 1.655 3.681 1.647 0.0 0.0 0.0 0.446
H -5.032 -1.050 -2.037 0.0 0.0 0.0 0.326
H -5.235 -1.028 -0.286 0.0 0.0 0.0 0.265
H 3.168 4.250 3.502 0.0 0.0 0.0 0.390
H 1.175 -4.694 -0.912 0.0 0.0 0.0 0.183
H -3.053 -6.578 -0.276 -0.1 0.0 0.0 0.337
H 4.119 0.105 4.009 0.0 0.0 0.0 0.411
H -3.773 4.524 0.788 0.0 0.0 0.0 0.372
```
Forces are in eV/Å.

# C26H29F2INO7S2

3 unconnected molecules or ions with the total composition C26H29F2INO7S2 (ωB97M-V/def2-TZVPD, the Open Molecules 2025 dataset).

The total charge is +1. The value obtained for the energy relative to the best compared isomer or geometry (same formula, charge and spin) is 0.00 kcal/mol. The calculation puts the HOMO energy at -12.12 eV. The calculation puts the gap between HOMO and LUMO at 7.69 eV.

```
68
Properties=species:S:1:pos:R:3:forces:R:3:mulliken_charge:R:1
I 0.109 4.541 -3.647 0.1 0.1 0.0 0.285
S 2.767 3.047 -2.088 0.3 0.1 0.0 -0.168
S -2.644 2.258 -3.569 0.1 -0.1 -0.2 1.173
F 0.297 -1.124 -1.400 0.0 0.1 0.0 -0.113
F -2.706 1.220 -4.749 -0.1 0.1 0.2 -0.213
O -3.264 -8.069 3.974 0.0 0.0 0.0 -0.521
O -2.598 3.528 -4.182 -0.2 -0.1 0.1 -0.594
O 3.153 3.848 2.590 0.0 -0.1 0.0 -0.490
O -3.625 1.895 -2.613 0.1 0.1 -0.2 -0.494
O 2.360 0.287 -1.251 -0.3 0.0 -0.2 -0.485
O -2.679 -3.555 1.272 0.1 0.1 -0.1 -0.465
O 6.192 7.931 1.137 0.0 0.0 0.0 -0.518
N 0.192 0.118 -1.905 0.0 -0.1 -0.1 0.563
C 2.065 -0.109 1.169 -0.1 0.0 -0.2 -0.819
C 5.027 5.995 0.484 0.0 0.0 0.0 -0.307
C -3.132 -7.037 3.358 0.0 0.0 0.0 0.301
C 0.693 0.415 1.639 -0.1 -0.2 0.0 0.202
C 0.082 2.609 -2.896 0.0 0.1 -0.1 0.027
C -1.653 -1.863 -3.234 0.2 0.1 0.2 -1.126
C -4.236 -6.483 2.531 0.0 0.0 0.0 -0.404
C -1.649 -3.182 -2.464 -0.1 -0.2 -0.1 -0.225
C 4.261 4.977 0.860 0.0 0.0 0.0 0.202
C -1.857 -6.273 3.400 0.0 0.0 0.0 -0.386
C -2.560 -0.804 -0.973 -0.1 0.2 -0.1 -1.877
C 1.325 0.863 -1.809 -0.1 -0.2 0.3 -0.221
C 5.498 7.001 1.476 0.0 0.0 0.0 0.287
C 5.080 6.815 2.891 0.0 0.0 0.0 -0.420
C -2.813 -4.590 1.896 0.0 0.0 0.0 0.368
C 2.732 0.742 0.105 0.2 0.3 0.4 -0.521
C 0.704 0.887 3.091 -0.2 0.0 -0.1 -1.517
C 1.282 2.148 -2.329 -0.1 0.1 0.0 0.328
C -4.087 -5.347 1.855 0.0 0.0 0.0 -0.191
C -1.039 1.758 -2.942 -0.1 0.1 0.0 0.664
C -3.057 -3.764 -2.230 0.1 0.0 0.1 -1.152
C -0.994 0.459 -2.447 0.2 -0.2 0.1 -0.727
C -1.711 -5.138 2.722 0.0 0.0 0.0 -0.389
C 4.314 5.792 3.261 0.0 0.0 0.0 -0.443
C 3.847 4.793 2.272 0.0 0.0 0.0 0.389
C -2.077 -0.588 -2.425 -0.4 -0.3 0.0 0.521
H -5.154 -7.055 2.518 0.0 0.0 0.0 0.410
H -1.063 -3.896 -3.049 0.0 0.1 0.1 0.604
H -1.129 -3.086 -1.510 0.0 0.1 0.0 0.056
H -2.937 -0.175 -2.939 0.2 0.0 0.1 0.945
H -0.661 -1.701 -3.669 -0.1 0.0 -0.1 0.294
H 2.444 1.793 0.197 0.0 -0.1 0.1 0.448
H -2.342 -1.955 -4.075 0.1 0.0 0.0 0.439
H -3.453 -1.426 -0.995 0.1 0.0 0.1 0.394
H -1.069 -6.696 4.010 0.0 0.0 0.0 0.405
H 5.437 7.560 3.591 0.0 0.0 0.0 0.412
H 0.904 0.043 3.753 0.1 0.1 0.0 0.389
H 3.999 5.637 4.284 0.0 0.0 0.0 0.437
H -1.823 -1.273 -0.325 -0.1 0.0 0.0 0.366
H -3.258 -4.612 -2.885 0.0 0.1 0.0 0.380
H -0.270 1.293 3.371 0.1 0.0 0.0 0.416
H 1.458 1.658 3.255 0.0 0.0 0.0 0.280
H 2.758 -0.180 2.011 -0.1 0.0 0.0 0.608
H 3.817 0.685 0.128 -0.1 -0.1 -0.1 0.328
H 5.345 6.150 -0.539 0.0 0.0 0.0 0.424
H -3.160 -4.101 -1.198 -0.1 0.0 -0.1 0.044
H 0.358 1.233 0.987 0.0 0.0 0.0 0.204
H -4.876 -4.922 1.248 0.0 0.0 0.0 0.424
H 3.888 4.230 0.173 0.0 0.0 0.0 -0.013
H -0.056 -0.378 1.534 0.0 0.1 0.0 0.008
H 2.776 3.720 -3.244 -0.2 0.0 -0.1 0.214
H -2.863 0.157 -0.549 0.1 0.0 0.0 0.484
H -3.835 -3.020 -2.410 0.0 0.0 0.0 0.383
H 1.961 -1.117 0.756 0.2 0.0 0.1 0.259
H -0.794 -4.563 2.738 0.0 0.0 0.0 0.439
```
Forces are in eV/Å.

# C26H29F6N2O7P2Zn

A molecular structure, C26H29F6N2O7P2Zn (ωB97M-V/def2-TZVPD, the Open Molecules 2025 dataset).

The total charge is -1. The value obtained for the energy relative to the best compared isomer or geometry (same formula, charge and spin) is 8.22 kcal/mol. The calculation puts the HOMO energy at -4.53 eV. The calculation puts the gap between HOMO and LUMO at 6.75 eV.

```
73
Properties=species:S:1:pos:R:3:forces:R:3:mulliken_charge:R:1
Zn -0.587 -0.885 0.095 0.0 0.2 0.0 1.559
P -2.854 -1.786 -1.908 0.0 0.0 0.3 0.857
P -2.711 1.220 -1.424 0.0 -0.1 0.0 0.462
F -1.426 4.143 2.545 0.0 0.0 0.0 -0.347
F -3.872 3.990 3.729 0.0 0.0 0.0 -0.354
F -3.866 -0.674 3.058 0.0 0.0 0.0 -0.436
F 0.202 -3.268 0.635 0.0 0.0 0.0 -0.168
F -0.189 1.951 1.638 0.0 0.0 -0.1 -0.088
F -5.072 1.539 3.982 0.0 0.0 0.0 -0.343
O -1.406 -0.562 1.883 -0.2 0.0 -0.1 -0.998
O -3.524 2.110 -0.305 0.0 0.1 0.1 -0.527
O -2.021 -2.076 -0.674 0.1 -0.1 -0.2 -0.951
O -2.802 1.889 -2.731 0.0 0.0 0.0 -0.916
O -2.308 -1.643 -3.264 0.0 0.1 -0.1 -0.844
O -1.429 0.800 -0.770 0.0 0.0 0.0 -0.696
O -4.026 -2.916 -1.878 0.0 0.0 0.0 -0.569
N 1.337 -0.933 -0.148 0.0 -0.1 0.0 -0.128
N -4.075 -0.529 0.114 0.0 0.0 0.0 -0.235
C 2.093 -2.065 -0.105 0.0 0.0 0.0 0.553
C 3.148 2.852 -0.337 0.0 0.0 0.0 -1.649
C 2.193 -4.480 0.343 0.0 0.0 0.0 -0.633
C -3.863 1.644 3.406 0.1 0.0 0.0 0.442
C 4.167 -3.331 -0.353 0.0 0.0 0.0 -0.945
C 3.465 -2.136 -0.414 0.0 0.0 0.0 -0.294
C -3.221 0.512 2.939 0.0 0.0 0.0 -0.172
C 2.115 -0.444 -3.370 0.0 0.0 0.0 -1.493
C -1.383 1.813 2.219 0.0 0.0 0.0 -1.036
C -2.015 2.949 2.683 0.0 0.0 0.0 -0.032
C 2.714 0.809 0.878 0.0 0.0 0.0 1.345
C 2.003 0.318 -0.230 0.0 0.0 0.0 -0.194
C 0.637 1.574 -3.574 0.0 0.0 0.0 -2.176
C 1.185 0.516 -2.623 0.0 0.0 0.0 2.250
C 1.518 -3.289 0.280 0.0 0.0 0.0 0.047
C 3.548 -4.515 0.018 0.0 0.0 0.0 -0.644
C -3.262 2.879 3.281 0.0 0.0 0.0 0.613
C 1.884 1.087 -1.402 0.0 0.0 0.0 0.605
C 2.162 0.664 3.343 0.0 0.0 0.0 -1.275
C 4.353 -0.225 2.483 0.0 0.0 0.0 -1.708
C 2.451 2.356 -1.428 0.0 0.0 0.0 -0.435
C 3.282 2.076 0.801 0.0 0.0 0.0 -0.421
C -5.106 -0.053 -2.095 0.0 0.0 0.0 -1.823
C -1.958 0.530 2.318 0.0 0.0 0.0 2.041
C 2.875 0.007 2.159 0.0 0.0 0.0 1.043
C -3.800 -0.287 -1.358 0.0 0.0 -0.1 0.849
H 2.527 1.679 3.512 0.0 0.0 0.0 0.249
H 4.097 -5.445 0.062 0.0 0.0 0.0 0.362
H 1.656 -5.366 0.655 0.0 0.0 0.0 0.457
H -3.861 2.908 -0.728 0.0 0.0 0.0 0.311
H 1.594 -0.878 -4.227 0.0 0.0 0.0 0.446
H -4.158 -3.240 -2.776 0.0 0.0 0.0 0.345
H -5.622 0.832 -1.716 0.0 0.0 0.0 0.426
H 0.330 -0.065 -2.279 0.0 0.0 0.0 -1.026
H 3.825 2.469 1.654 0.0 0.0 0.0 0.280
H 1.089 0.713 3.168 0.0 0.0 0.0 0.077
H 4.862 -0.714 1.652 0.0 0.0 0.0 0.378
H -4.849 -1.178 0.245 0.0 0.0 0.0 0.390
H 2.998 0.089 -3.737 0.0 0.0 0.0 0.260
H 4.866 0.717 2.691 0.0 0.0 0.0 0.338
H -5.766 -0.920 -2.013 0.0 0.0 0.0 0.495
H 2.449 -1.259 -2.729 0.0 0.0 0.0 0.301
H 3.579 3.846 -0.374 0.0 0.0 0.0 0.353
H -3.232 -0.960 0.535 0.0 0.0 0.1 0.157
H -4.876 0.120 -3.144 0.0 0.0 0.0 0.375
H 0.029 1.090 -4.340 0.0 0.0 0.0 0.384
H 5.221 -3.332 -0.608 0.0 0.0 0.0 0.396
H -0.006 2.286 -3.056 0.0 0.0 0.0 0.427
H 1.440 2.119 -4.080 0.0 0.0 0.0 0.474
H -4.268 0.361 0.586 0.0 0.0 0.0 0.291
H 4.454 -0.862 3.365 0.0 0.0 0.0 0.423
H 2.346 2.970 -2.312 0.0 0.0 0.0 0.323
H 2.334 0.084 4.253 0.0 0.0 0.0 0.480
H 3.970 -1.226 -0.711 0.0 0.0 0.0 0.707
H 2.414 -0.968 2.013 0.0 0.0 0.0 -0.017
```
Forces are in eV/Å.

# C26H29FeN2O5PSi

A molecular structure, C26H29FeN2O5PSi (ωB97M-V/def2-TZVPD, the Open Molecules 2025 dataset).

The spin multiplicity is 2. The total charge is -1. The value obtained for the energy relative to the best compared isomer or geometry (same formula, charge and spin) is 0.00 kcal/mol. The calculation puts the HOMO energy (spin up / spin down) at -5.01 / -5.09 eV. The calculation puts the gap between HOMO and LUMO (spin up / spin down) at 7.52 / 7.60 eV.

```
65
Properties=species:S:1:pos:R:3:forces:R:3:mulliken_charge:R:1
Fe -0.309 -0.082 -0.289 0.2 0.1 -0.3 0.052
P -0.727 1.943 -1.117 -0.2 0.2 0.0 2.798
Si -0.077 -1.240 -3.471 0.1 0.0 0.0 0.878
O -2.222 -0.317 -0.161 0.2 -0.1 -0.4 -0.497
O 0.393 0.764 2.355 0.0 0.0 0.0 -0.739
O -3.792 -1.899 -0.169 0.0 0.0 -0.2 -0.767
O 0.290 -0.283 -2.233 -0.1 0.0 0.0 -0.963
O 1.056 -3.792 0.439 0.0 0.0 0.0 -0.821
N -0.257 -1.923 0.143 0.0 0.0 0.3 0.708
N 1.685 -0.253 0.052 0.0 0.0 0.0 -0.320
C 2.071 -1.673 -0.086 0.0 0.0 0.0 -0.475
C -1.555 2.789 0.258 0.0 0.0 0.0 -0.522
C 0.679 3.001 -1.594 0.0 0.0 0.0 0.442
C -2.625 -1.559 -0.081 -0.1 0.1 0.8 0.101
C -3.203 1.618 -2.297 0.0 0.0 0.0 -0.317
C -4.131 1.693 -3.323 0.0 0.0 0.0 -0.725
C 1.937 5.056 -1.484 0.0 0.0 0.0 -0.708
C 0.600 -2.987 -3.275 0.0 0.0 0.0 -1.265
C 2.756 3.222 -2.800 0.0 0.0 0.0 -0.804
C -1.546 2.611 -3.734 0.0 0.0 0.0 -0.333
C -1.276 2.148 1.458 0.0 0.0 0.0 0.725
C -3.773 2.222 -4.556 0.0 0.0 0.0 -0.512
C 0.719 -0.539 -5.040 0.0 0.0 0.0 -1.340
C 0.885 -2.590 0.219 0.0 0.0 0.0 0.329
C -1.904 2.088 -2.496 0.1 0.0 -0.1 0.064
C -2.679 3.707 2.616 0.0 0.0 0.0 -0.583
C -2.970 4.342 1.410 0.0 0.0 0.0 -0.649
C 0.830 4.301 -1.119 0.0 0.0 0.0 -0.844
C -2.478 2.676 -4.762 0.0 0.0 0.0 -0.656
C -1.918 -1.376 -3.821 0.0 0.0 0.0 -0.880
C 2.899 4.520 -2.327 0.0 0.0 0.0 -0.643
C -0.324 0.966 1.389 0.0 -0.1 0.1 0.004
C -2.405 3.889 0.229 0.0 0.0 0.0 -0.306
C -1.537 -2.566 0.290 0.0 0.0 -0.2 -0.465
C 1.655 2.461 -2.435 0.0 0.0 0.0 -0.152
C -1.825 2.617 2.645 0.0 0.0 0.0 -0.850
H -2.314 -0.423 -4.181 0.0 0.0 0.0 0.074
H -3.647 5.188 1.397 0.0 0.0 0.0 0.413
H -4.497 2.267 -5.360 0.0 0.0 0.0 0.347
H -1.642 -3.451 -0.343 0.1 0.0 0.0 0.341
H -1.583 2.112 3.572 0.0 0.0 0.0 0.490
H 0.211 -3.475 -2.377 0.0 0.0 0.0 0.282
H 0.324 0.456 -5.265 0.0 0.0 0.0 0.255
H 3.761 5.111 -2.612 0.0 0.0 0.0 0.368
H 0.517 -1.181 -5.903 0.0 0.0 0.0 0.363
H 1.838 0.066 1.005 0.0 0.0 0.0 0.414
H 2.206 0.329 -0.593 0.0 0.0 0.0 0.159
H 1.805 -0.457 -4.935 0.0 0.0 0.0 0.265
H -3.131 4.065 3.532 0.0 0.0 0.0 0.387
H -2.638 4.374 -0.713 0.0 0.0 0.0 0.510
H -2.116 -2.133 -4.586 0.0 0.0 0.0 0.492
H 2.915 -1.935 0.553 0.0 0.0 0.0 0.431
H 0.337 -3.608 -4.137 0.0 0.0 0.0 0.416
H -0.538 2.967 -3.906 0.0 0.0 0.0 0.426
H -2.486 -1.649 -2.927 0.0 0.0 0.0 0.224
H 2.350 -1.856 -1.124 0.0 0.0 0.0 0.055
H 2.046 6.065 -1.106 0.0 0.0 0.0 0.419
H -1.723 -2.894 1.321 0.0 0.0 0.0 0.292
H 1.691 -2.981 -3.195 0.0 0.0 0.0 0.304
H -2.187 3.077 -5.725 0.0 0.0 0.0 0.394
H 3.506 2.797 -3.456 0.0 0.0 0.0 0.463
H 1.524 1.441 -2.784 0.0 0.0 0.0 0.384
H -3.466 1.159 -1.352 0.0 0.0 0.0 0.303
H -5.131 1.312 -3.162 0.0 0.0 0.0 0.401
H 0.088 4.724 -0.454 0.0 0.0 0.0 0.363
```
Forces are in eV/Å.